Record 1
{
  "formula": "C25H48N2O18",
  "method": "ωB97M-V/def2-TZVPD",
  "elements": ["C", "O", "H", "H", "O", "O", "N", "H", "O", "O", "O", "H", "H", "H", "H", "H", "H", "H", "C", "O", "C", "C", "H", "C", "H", "H", "C", "H", "O", "H", "C", "C", "C", "H", "H", "H", "C", "H", "H", "H", "H", "C", "H", "O", "H", "H", "C", "C", "C", "O", "C", "H", "O", "H", "H", "H", "O", "C", "O", "C", "C", "C", "H", "H", "H", "C", "H", "H", "H", "H", "O", "H", "H", "H", "C", "C", "H", "N", "O", "H", "H", "H", "C", "H", "C", "O", "C", "O", "H", "H", "H", "H", "O"],
  "coordinates": [[-2.37598, 3.10700, -4.07412], [8.27641, 0.08609, 11.03181], [0.97321, -1.83788, 3.81635], [-3.26809, -4.17440, -4.80133], [-2.56616, -3.21247, -0.48558], [-4.93206, 4.78932, -5.72014], [4.36450, -1.63607, 5.21763], [-1.52439, 3.31335, -4.71957], [4.53940, -2.38073, 6.09806], [-4.80010, -1.87439, -4.68320], [4.05399, -0.34573, 5.69041], [1.52473, 2.74301, -7.05926], [-4.13255, -5.43431, -3.91355], [7.15910, -2.28721, 7.78016], [-5.07297, -0.71004, -7.00278], [-0.16445, -0.34066, 4.89041], [-8.01803, -1.29377, -6.42840], [-0.99081, -1.31931, -1.71013], [6.96586, -1.26184, 8.09159], [6.50847, 0.76485, 9.79391], [-4.46996, 6.62401, -7.25808], [2.72633, 0.04983, 5.31041], [7.13254, 0.72383, 7.25499], [-6.12301, -0.77444, -7.28653], [2.17015, -2.82480, 4.53555], [-0.13006, -1.80049, 7.30720], [1.54356, 3.90595, -5.25770], [-4.82363, 7.60115, -7.58771], [-5.33523, -4.06897, -4.84030], [0.93662, -0.93082, -2.75321], [-6.96997, -1.27208, -6.13407], [1.22443, 2.63565, -6.01833], [-3.80957, 4.68044, -5.00453], [7.04830, 1.28005, 12.22060], [1.21808, 3.83522, -4.21987], [-0.08966, -6.01370, 1.42593], [-5.52165, -2.76344, -5.05815], [-2.83004, -1.20382, 0.00593], [-4.52709, 5.92506, -8.09403], [2.61978, 4.08425, -5.24858], [8.73448, 1.10061, 12.73293], [-2.89962, -1.86540, -0.85762], [-2.35965, -0.39880, -2.34052], [7.76592, -1.04304, 9.26387], [-6.45384, 0.21440, -7.60422], [2.55121, 0.95952, 5.87771], [0.21993, -0.48342, 5.89960], [7.42187, 0.00867, 10.00652], [1.98039, -0.62765, -2.78126], [-1.27964, -4.65454, 0.47529], [-1.46261, -3.35208, 0.24717], [2.01550, -1.40079, 6.64125], [-3.59610, 3.38510, -4.76815], [-3.41974, 6.71423, -6.98194], [-6.18950, -1.46049, -8.13248], [2.68560, 0.33883, 4.25750], [0.08211, -3.95317, 5.84829], [1.50038, 0.98629, -4.37669], [1.96218, 1.51500, -5.51011], [7.35068, -0.30762, 6.97961], [-2.03772, -1.38392, -2.00421], [8.07842, 1.22120, 11.87494], [-2.09415, -2.08028, -2.84253], [0.78807, -4.76563, 0.53505], [-2.30350, 3.68664, -3.15613], [-4.12156, -4.37470, -4.15345], [8.35276, 2.13326, 11.34572], [-4.03775, -3.80619, -3.22891], [8.42148, -0.37012, 6.77853], [5.90652, -1.19011, 8.33678], [-6.63376, -2.62144, -5.77668], [-5.22546, 6.79024, -5.23290], [2.60693, -1.50882, -2.67173], [-6.34817, 6.07685, -6.38056], [-5.29892, 6.12450, -6.09309], [1.35788, -2.15041, 4.79152], [-3.94260, -1.88252, -1.17078], [-0.43281, -1.75265, 6.33169], [2.30679, -0.01983, -4.03232], [0.00328, -4.37983, 2.09605], [-6.88788, -0.61996, -5.26443], [0.15623, 2.41769, -6.00818], [0.26509, -2.83759, 5.69605], [6.80480, -0.54043, 6.06692], [1.66089, -0.96097, 5.69909], [0.53247, 1.35440, -3.75882], [-0.07249, -4.95645, 1.17614], [-0.74094, -2.46476, 0.62662], [1.04575, 4.76106, -5.71562], [2.19856, 0.05835, -1.96340], [0.05423, 0.33958, 6.57779], [-2.37526, 2.04981, -3.82506], [-3.10669, 5.58972, -4.64267]],
  "forces_ev_per_angstrom": [[0.200, -0.178, 0.150], [-0.066, -0.032, -0.032], [-0.328, 0.181, 0.128], [0.008, 0.125, 0.074], [-0.092, -0.062, 0.144], [-0.033, -0.056, 0.119], [-0.355, -0.509, -0.507], [0.019, 0.108, 0.081], [0.396, 0.238, 0.018], [-0.010, -0.075, 0.097], [-0.208, 0.120, 0.759], [0.133, -0.202, 0.034], [-0.231, -0.003, -0.108], [0.149, -0.024, 0.222], [-0.040, 0.072, 0.077], [-0.267, 0.963, 0.136], [0.004, -0.246, 0.061], [-0.054, 0.081, 0.134], [-0.193, 0.001, -0.458], [0.060, -0.067, 0.064], [0.252, -0.127, -0.014], [-0.449, 0.419, -0.559], [-0.115, -0.040, 0.003], [0.253, -0.147, -0.017], [0.085, -0.174, 0.430], [-0.937, -0.515, 0.212], [0.072, -0.064, 0.261], [-0.041, -0.020, 0.007], [-0.034, 0.103, 0.050], [-0.018, 0.121, -0.004], [-0.094, 0.432, -0.207], [-0.149, 0.437, -0.135], [0.013, -0.074, -0.085], [-0.022, 0.028, -0.117], [-0.091, -0.011, -0.044], [-0.231, -0.003, -0.111], [-0.013, -0.076, -0.175], [0.153, -0.117, 0.061], [-0.127, 0.046, -0.016], [-0.015, 0.030, -0.129], [0.062, -0.160, -0.096], [-0.069, 0.467, -0.272], [-0.047, -0.031, -0.017], [-0.023, -0.057, 0.151], [-0.038, -0.015, 0.015], [0.176, 0.122, 0.138], [0.389, -1.455, -0.991], [0.073, -0.025, -0.088], [0.031, -0.182, 0.260], [-0.023, 0.038, 0.038], [-0.026, -0.056, -0.175], [-0.055, 0.231, 0.167], [-0.061, 0.095, 0.025], [-0.041, 0.064, 0.078], [-0.127, 0.047, -0.015], [0.069, -0.227, -0.144], [-0.984, -5.285, 0.986], [0.126, 0.072, -0.001], [-0.057, -0.153, 0.004], [0.142, 0.232, 0.132], [0.287, -0.140, -0.039], [0.043, 0.167, 0.202], [-0.171, 0.081, -0.045], [0.000, 0.131, 0.066], [0.010, 0.106, -0.084], [0.278, -0.134, 0.136], [-0.129, 0.007, -0.021], [0.020, 0.071, -0.067], [-0.027, -0.127, -0.051], [0.046, 0.143, 0.092], [-0.080, -0.051, 0.110], [0.149, -0.089, 0.039], [0.093, 0.064, -0.213], [0.009, -0.237, 0.062], [-0.091, 0.407, -0.201], [-0.039, -0.737, 0.109], [-0.002, -0.279, 0.071], [0.497, 0.412, 1.171], [-0.060, 0.019, -0.044], [0.011, 0.077, -0.072], [0.149, -0.095, 0.040], [0.030, -0.099, 0.130], [1.416, 6.069, -2.209], [0.020, -0.020, 0.000], [0.712, -0.001, -0.021], [0.012, -0.042, -0.092], [0.264, -0.164, 0.152], [-0.030, 0.000, 0.056], [0.007, -0.022, -0.033], [-0.143, 0.036, -0.012], [-0.156, 0.112, 0.114], [-0.155, -0.009, -0.138], [-0.072, -0.061, -0.012]],
  "lowdin_charge": [-0.03, 0.00, 0.12, 0.10, 0.04, 0.03, -0.02, 0.08, 0.08, 0.12, -0.12, 0.12, 0.10, 0.12, 0.07, 0.12, 0.12, 0.06, -0.21, 0.12, -0.07, -0.15, 0.08, -0.06, 0.11, 0.13, -0.07, 0.08, 0.01, 0.07, -0.21, -0.21, -0.61, 0.09, 0.07, 0.09, -0.61, 0.12, 0.08, 0.08, 0.09, -0.20, 0.08, 0.04, 0.08, 0.13, -0.14, -0.61, -0.03, 0.01, -0.61, 0.15, 0.01, 0.07, 0.08, 0.13, 0.17, -0.60, 0.04, -0.06, -0.05, -0.04, 0.08, 0.10, 0.10, -0.04, 0.10, 0.08, 0.08, 0.12, 0.04, 0.12, 0.10, 0.12, -0.21, -0.06, 0.12, 0.05, 0.01, 0.09, 0.12, 0.11, -0.49, 0.06, -0.31, 0.12, -0.04, 0.12, 0.08, 0.10, 0.12, 0.09, 0.12],
  "smiles": "O=NOC[C@H]1CNC(=O)C1.CCOC(=O)OC.CCOC(=O)OC.CCOC(=O)OC.CCOC(=O)OC.CCOC(=O)OC",
  "e_lumo_ev": -0.38,
  "spin_multiplicity": 1
}

***

Record 2
{
  "formula": "C25H48N2O4S2",
  "method": "ωB97M-V/def2-TZVPD",
  "elements": ["C", "C", "O", "H", "H", "N", "C", "C", "H", "H", "C", "H", "H", "H", "C", "H", "O", "H", "H", "H", "H", "H", "C", "H", "H", "C", "H", "H", "H", "H", "H", "C", "H", "C", "C", "H", "H", "H", "H", "H", "C", "H", "N", "H", "C", "H", "H", "H", "C", "H", "S", "H", "H", "C", "C", "C", "O", "H", "O", "H", "H", "C", "H", "C", "C", "H", "C", "S", "C", "C", "H", "C", "H", "H", "C", "H", "H", "H", "H", "H", "H"],
  "coordinates": [[-0.99926, -0.04774, -5.98961], [6.39090, 0.77785, 0.91847], [-5.47319, 0.16735, -0.93349], [2.55787, 1.99973, -3.48728], [0.04642, 0.88333, -1.67208], [-0.47199, 0.19000, 3.05571], [-1.04502, -2.44087, 5.83969], [-5.71361, -1.09185, -0.31131], [-0.49080, -3.14186, 8.24929], [4.15581, 2.14792, 1.60212], [-0.03746, 2.25919, -6.23633], [-6.93866, -0.23084, 1.24774], [0.81068, 1.88932, -6.82082], [-0.94245, -1.55408, 6.47355], [-0.52494, 1.19957, -5.26061], [-1.75179, -2.21618, 5.03772], [0.53269, 0.85465, -4.36542], [1.65926, -2.52305, 0.80646], [-1.33606, -0.80372, -5.27663], [-4.64412, -2.95652, -0.00986], [-3.17294, -4.25501, 7.88167], [-4.23926, -2.11322, -1.51854], [4.48475, 1.98976, 0.52719], [1.26044, 0.49529, -4.88868], [4.34395, 0.19291, -1.80240], [-1.81495, 1.77476, -0.73199], [-6.26906, -1.82348, 1.65506], [-2.15550, 2.20405, -1.70445], [-3.61127, -1.51111, 0.00791], [-0.06389, -2.62891, 5.39809], [1.36023, -0.60034, -2.26064], [3.88470, 2.78997, -1.93096], [-3.62268, -3.19362, 6.53225], [-1.50262, -3.64021, 6.65518], [1.42245, -1.78006, -0.01616], [-0.18365, -0.49555, -6.56575], [4.16435, 4.08358, -0.13681], [-0.83114, 2.55744, -6.92469], [-1.34057, 1.60415, -4.65641], [1.95940, 1.75269, -1.77351], [2.67091, -1.83903, -1.01277], [-4.72446, 0.57773, -0.48224], [-2.68978, 1.54210, 2.97866], [-2.82094, -2.53689, 7.97426], [0.05718, 0.43044, 0.53541], [-5.24178, -0.37426, 1.67863], [5.79460, 0.55088, 1.85654], [0.46028, -2.07855, -0.50651], [-0.49728, 1.00065, -0.69433], [2.19529, 0.29160, 0.11577], [-1.69831, 0.72589, 4.03203], [0.31000, 3.14457, -5.69893], [3.67618, 3.79062, -2.41801], [3.75494, 3.05565, -0.36112], [-0.77698, 0.64578, 1.78221], [2.42608, -0.95543, -2.32463], [-0.54432, -3.91588, 7.67529], [3.90978, 0.10261, -3.54881], [5.93239, 2.06020, 0.41169], [-1.55398, -4.52255, 6.01330], [-3.81874, 4.31464, 0.45016], [-2.63342, 2.01594, 0.45818], [-1.82187, 0.18135, -6.67048], [3.47198, 0.22332, -2.50954], [-6.06168, -0.87514, 1.15352], [6.17224, -0.05271, 0.17351], [-2.08421, 1.41764, 1.74356], [-4.18029, 2.97325, 0.45812], [-4.48427, -1.97516, -0.46286], [1.41501, -0.33034, 0.63775], [1.74746, -0.40788, 1.71636], [2.85268, 1.68049, -2.44870], [2.94105, -2.90469, -1.28544], [4.94123, 2.44308, -2.11250], [-2.86170, -3.39073, 7.29081], [-6.56113, -1.55038, -0.82641], [2.51531, -1.64093, -3.21430], [2.65868, 3.09916, -0.07824], [7.49194, 0.83321, 1.11567], [4.21204, 0.92145, 0.27341], [3.59082, -1.43698, -0.48268]],
  "forces_ev_per_angstrom": [[-0.216, -0.148, 0.125], [-0.141, 0.111, 0.028], [-0.236, -0.069, -0.243], [-0.030, -0.468, 1.160], [-0.680, 0.146, 1.190], [-1.758, 1.493, -1.704], [0.154, -0.076, -0.244], [0.539, 0.169, 0.413], [-0.028, -0.080, -0.087], [0.565, -0.166, -0.934], [-0.029, 0.273, 0.085], [0.019, -0.077, -0.042], [-0.101, -0.100, -0.030], [-0.140, -0.035, 0.036], [0.382, -0.251, -0.587], [0.039, 0.019, 0.028], [-0.241, 0.071, 0.286], [-0.597, 0.731, -0.883], [-0.038, 0.089, -0.017], [0.048, 0.032, -0.003], [0.020, 0.008, -0.093], [-0.075, -0.019, 0.045], [-0.478, 0.305, -0.002], [-0.098, 0.017, 0.051], [-0.893, -0.353, -0.484], [-0.108, -0.418, 2.603], [0.025, 0.044, 0.017], [0.361, -0.480, 0.964], [-0.083, 0.016, 0.109], [-0.087, -0.032, -0.027], [1.173, -0.102, -0.399], [-0.390, -0.218, 0.931], [0.010, 0.023, 0.055], [-0.088, 0.664, 0.342], [1.685, -0.224, 0.347], [0.000, 0.137, -0.054], [-0.229, -1.117, -0.072], [0.060, -0.010, -0.001], [0.153, -0.054, 0.142], [0.677, -0.275, -0.749], [-0.116, 0.027, -0.134], [-0.063, -0.043, -0.094], [2.346, -1.251, -1.391], [0.045, 0.059, -0.124], [-1.877, 1.311, -0.777], [0.068, -0.092, -0.050], [1.016, 0.080, -0.794], [0.873, 0.439, 0.353], [-0.550, -0.248, 2.319], [-0.864, -0.524, 0.427], [0.170, 0.268, -1.704], [-0.086, -0.035, -0.005], [0.399, -1.267, 0.245], [0.246, -0.133, -0.487], [-0.567, 0.187, -0.086], [0.433, -0.620, 0.618], [0.113, -0.304, -0.062], [-0.251, 0.217, 1.193], [-1.038, -1.280, 0.516], [0.150, -0.043, 0.152], [0.368, -1.211, 0.022], [3.096, -0.875, -0.912], [0.048, -0.038, 0.004], [-0.390, 0.485, -0.799], [-0.246, 0.010, 0.080], [0.286, 0.919, 0.713], [0.012, 0.199, -0.016], [0.550, 0.069, -0.062], [0.022, -0.186, -0.196], [-0.462, 0.295, -0.187], [-0.614, 0.191, -1.174], [0.843, 0.879, -0.077], [-0.517, 1.116, 0.270], [-0.961, 0.612, -0.111], [-0.181, -0.218, 0.019], [0.033, 0.177, -0.094], [-0.295, 0.706, 0.840], [1.131, -0.204, -0.226], [-1.067, -0.007, -0.129], [-0.151, 1.199, 0.000], [-1.098, -0.445, -0.378]],
  "lowdin_charge": [-0.06, -0.12, -0.08, 0.09, 0.08, -0.24, -0.09, -0.49, 0.09, 0.13, -0.06, 0.08, 0.08, 0.08, -0.49, 0.06, -0.08, 0.11, 0.08, 0.08, 0.08, 0.08, -0.25, 0.09, 0.09, -0.05, 0.08, 0.10, 0.07, 0.08, 0.08, -0.18, 0.08, -0.50, -0.17, 0.08, 0.11, 0.08, 0.14, 0.08, -0.20, 0.01, -0.25, 0.08, -0.11, 0.07, 0.09, 0.11, 0.00, 0.08, 0.96, 0.08, 0.11, -0.17, -0.26, -0.19, -0.06, 0.11, -0.21, 0.14, -0.11, -0.53, 0.08, -0.19, -0.06, 0.09, -0.34, 0.74, -0.06, -0.14, 0.12, -0.20, 0.11, 0.11, -0.07, 0.14, 0.11, 0.11, 0.09, 0.08, 0.10],
  "e_lumo_ev": -1.04,
  "spin_multiplicity": 1,
  "relative_energy_kcal_mol": 0.0
}

***

Which formula does entry 2 have?
C25H48N2O4S2